The following is a DFT calculation (wB97M-V/def2-TZVPD) of C25H32IrN4 as an isolated structure.

```
62
Properties=species:S:1:pos:R:3:mulliken_charge:R:1
Ir 0.038 -0.353 -0.029 0.96
C 2.034 -0.834 -1.977 -1.08
N 2.071 -0.214 -0.615 0.46
C 3.128 -0.934 0.140 -1.48
C 2.351 1.230 -0.768 0.82
C 3.646 1.715 -0.809 -0.61
C 3.874 3.079 -0.910 -0.88
C 2.796 3.948 -0.944 -0.88
C 1.496 3.468 -0.940 -1.14
C 1.246 2.092 -0.908 0.23
N -0.009 1.475 -0.851 0.28
C -1.250 2.007 -1.160 0.46
C -1.515 3.227 -1.798 -1.17
C -2.817 3.659 -1.971 -0.88
C -3.890 2.896 -1.536 -0.83
C -3.657 1.650 -0.977 -0.78
C -2.358 1.199 -0.809 0.88
N -2.079 -0.201 -0.451 0.77
C -2.071 -0.953 -1.755 -1.21
C -3.149 -0.838 0.357 -1.57
H 2.986 -0.653 -2.479 0.42
H 1.238 -0.383 -2.570 0.38
H 1.867 -1.905 -1.879 0.40
H 4.019 -1.057 -0.478 0.57
H 2.744 -1.917 0.404 0.13
H 3.413 -0.374 1.026 0.68
H 4.487 1.038 -0.744 0.41
H 4.886 3.457 -0.935 0.43
H 2.965 5.016 -0.964 0.42
H 0.673 4.163 -0.924 0.61
H -0.704 3.826 -2.177 0.69
H -2.998 4.608 -2.458 0.41
H -4.903 3.252 -1.661 0.43
H -4.496 1.029 -0.698 0.39
H -3.037 -0.816 -2.246 0.46
H -1.893 -2.005 -1.567 0.48
H -1.296 -0.544 -2.408 0.38
H -4.024 -1.031 -0.265 0.55
H -3.454 -0.185 1.168 0.64
H -2.772 -1.787 0.734 0.13
C -1.056 0.556 2.556 -1.39
N 0.093 -0.246 2.060 0.33
C 1.306 0.519 2.456 -1.29
C 0.105 -1.589 2.759 -1.38
C -0.020 -2.706 1.765 1.54
C -0.134 -4.024 2.190 -0.76
C -0.201 -5.046 1.258 -0.66
C -0.145 -4.741 -0.094 -1.06
C -0.044 -3.419 -0.507 -0.35
C 0.007 -2.359 0.405 -0.36
H -0.929 0.738 3.625 0.49
H -1.972 0.000 2.411 0.40
H -1.097 1.506 2.026 0.29
H 1.276 0.716 3.530 0.47
H 1.339 1.462 1.913 0.29
H 2.191 -0.072 2.242 0.29
H -0.706 -1.604 3.490 0.51
H 1.036 -1.656 3.323 0.49
H -0.162 -4.259 3.249 0.48
H -0.288 -6.074 1.583 0.40
H -0.184 -5.536 -0.828 0.46
H -0.004 -3.215 -1.574 0.45
```

Its net charge is +1. The calculation puts the LUMO energy (alpha / beta) at -3.2 / -3.2 eV. For the HOMO energy (alpha / beta), the calculation gives -10.200 / -10.200 eV. The value obtained for the energy relative to the best compared isomer or geometry (same formula, charge and spin) is 0.810 eV. As for the total energy: -1294.95427 Ha. The molar mass comes out at 580.78 g/mol. The value obtained for the HOMO-LUMO gap (alpha / beta) is 6.999 / 6.997 eV.



The following is a DFT calculation (wB97M-V/def2-TZVPD) of C20H54N4O8V2 as an isolated structure at a distorted geometry.

```
88
Properties=species:S:1:pos:R:3:mulliken_charge:R:1
O -5.235 -10.382 21.057 -0.43
V -5.273 -11.911 21.428 0.88
O -2.601 -14.172 23.309 -0.42
V -4.008 -13.878 23.906 1.22
C -3.844 -15.678 20.511 -0.67
C -5.169 -15.075 20.961 -0.42
O -4.948 -14.011 21.875 -0.26
H -3.984 -16.428 19.732 0.42
H -3.351 -16.153 21.362 0.24
H -3.132 -14.923 20.172 -0.08
H -5.729 -15.864 21.468 0.34
H -5.699 -14.760 20.053 0.24
C -5.311 -9.599 24.270 -0.50
C -4.210 -10.622 24.116 0.55
O -4.608 -11.824 23.463 0.41
H -5.731 -9.350 23.294 -0.28
H -4.891 -8.731 24.775 0.47
H -6.142 -10.022 24.835 0.01
H -3.857 -10.954 25.102 -0.61
H -3.303 -10.215 23.646 0.29
C -7.872 -11.174 27.775 -1.30
C -8.474 -12.223 26.842 0.50
C -9.888 -11.864 26.415 -1.03
O -9.899 -10.593 25.841 -0.32
C -11.002 -10.369 24.974 -0.81
N -7.618 -12.371 25.620 -0.48
H -7.486 -10.267 27.317 0.32
H -7.043 -11.632 28.325 0.28
H -8.617 -10.924 28.534 0.40
H -8.537 -13.189 27.344 0.28
H -10.490 -11.949 27.333 0.48
H -10.316 -12.621 25.744 0.43
H -11.971 -10.566 25.438 0.32
H -10.921 -11.033 24.102 0.34
H -10.921 -9.331 24.662 0.24
H -6.798 -11.778 25.738 -0.10
H -8.088 -11.815 24.903 0.39
C -4.882 -6.306 17.511 -1.38
C -5.556 -7.731 17.667 0.57
C -6.416 -7.837 18.914 -0.63
O -5.589 -7.676 20.027 -0.23
C -6.394 -7.505 21.178 -0.75
N -6.304 -7.913 16.476 -0.66
H -4.192 -6.194 18.346 0.29
H -5.629 -5.515 17.584 0.30
H -4.373 -6.232 16.552 0.45
H -4.703 -8.409 17.776 -0.08
H -6.959 -8.790 18.964 0.30
H -7.180 -7.042 18.884 0.45
H -5.738 -7.139 21.967 0.26
H -6.868 -8.393 21.607 0.21
H -7.170 -6.749 21.030 0.40
H -7.146 -7.329 16.442 0.25
H -5.739 -7.844 15.625 0.28
C -1.566 -9.873 27.610 -1.32
C -1.588 -11.381 27.798 0.43
C -2.987 -11.870 28.147 -0.12
O -2.948 -13.227 28.463 -0.36
C -4.224 -13.690 28.810 -0.62
N -1.113 -12.080 26.587 -0.65
H -1.801 -9.343 28.541 0.42
H -2.241 -9.500 26.833 0.18
H -0.561 -9.500 27.397 0.42
H -0.913 -11.589 28.629 0.41
H -3.652 -11.680 27.282 -0.24
H -3.306 -11.165 28.929 0.36
H -4.251 -14.765 28.995 0.33
H -4.928 -13.585 27.961 0.11
H -4.684 -13.210 29.679 0.32
H -1.603 -11.697 25.775 0.13
H -0.188 -11.706 26.366 0.31
C -2.087 -9.762 20.438 -1.19
C -2.603 -11.123 19.967 0.60
C -1.511 -11.901 19.241 -1.12
O -2.160 -13.053 18.750 -0.32
C -1.328 -13.810 17.904 -0.91
N -3.090 -11.947 21.114 0.25
H -2.556 -9.472 21.378 0.19
H -2.385 -8.962 19.754 0.28
H -0.999 -9.709 20.461 0.45
H -3.368 -10.972 19.205 0.01
H -0.720 -12.212 19.935 0.37
H -1.097 -11.272 18.446 0.57
H -1.157 -13.315 16.941 0.36
H -1.790 -14.768 17.668 0.26
H -0.342 -14.044 18.319 0.39
H -3.026 -12.882 20.691 0.13
H -2.392 -11.909 21.855 0.18
```

Its net charge is +2. The calculation puts the LUMO energy (alpha / beta) at -9.5 / -8.9 eV. For the HOMO energy (alpha / beta), the calculation gives -12.358 / -12.359 eV. As for the total energy: -3502.65089 Ha. The molar mass comes out at 580.56 g/mol. As for the spin multiplicity: 3. The value obtained for the HOMO-LUMO gap (alpha / beta) is 2.863 / 3.439 eV.